{"formula": "C29H39BN7O5S", "method": "ωB97M-V with the def2-TZVPD basis set", "e_lumo_ha": 0.0612, "gap_ev": 6.787, "homo_energy_ev": -5.1, "charge": -1, "symbols": ["C", "O", "B", "O", "S", "O", "O", "O", "H", "H", "H", "H", "N", "C", "C", "C", "C", "H", "H", "H", "H", "H", "N", "C", "C", "C", "C", "H", "H", "H", "H", "H", "N", "C", "C", "C", "C", "H", "H", "H", "H", "H", "N", "C", "C", "C", "C", "H", "H", "H", "H", "H", "N", "C", "C", "C", "C", "H", "H", "H", "H", "H", "N", "C", "C", "C", "C", "H", "H", "H", "H", "H", "N", "C", "C", "C", "C", "H", "H", "H", "H", "H"], "coordinates": [[7.99118, 2.70046, 4.25312], [7.17556, 3.86996, 4.18636], [5.93979, 3.82999, 3.59854], [5.57555, 4.85483, 2.74589], [4.63994, 2.52222, 3.99820], [3.81121, 2.39244, 2.79719], [3.95415, 3.18391, 5.11691], [5.32429, 1.27882, 4.37998], [8.22953, 2.34758, 3.24692], [7.49558, 1.90644, 4.80789], [8.92252, 2.98172, 4.74811], [5.50771, 4.56652, 1.83349], [-1.23135, 4.18327, 5.00891], [-1.59300, 2.86239, 4.96935], [-0.46109, 2.12934, 4.72060], [0.63027, 3.03650, 4.60946], [0.12087, 4.29187, 4.79076], [-1.85486, 4.94975, 5.17306], [-2.61544, 2.55815, 5.12279], [-0.42034, 1.05560, 4.62976], [1.66822, 2.80742, 4.42351], [0.60926, 5.25124, 4.78739], [-3.98951, 0.15507, 3.38965], [-4.38042, -0.68449, 4.39921], [-3.39356, -1.61851, 4.56724], [-2.37240, -1.33711, 3.61686], [-2.76771, -0.23276, 2.91370], [-4.50711, 0.94797, 3.05887], [-5.31092, -0.53636, 4.91968], [-3.39840, -2.40703, 5.30161], [-1.44522, -1.86889, 3.48137], [-2.27770, 0.31968, 2.13244], [-4.00511, 0.02078, -1.83712], [-3.23365, 0.73038, -2.71551], [-2.26576, 1.37804, -1.99479], [-2.46333, 1.04670, -0.62681], [-3.54437, 0.20720, -0.56150], [-4.78928, -0.55099, -2.08932], [-3.43795, 0.71353, -3.77302], [-1.49766, 2.01819, -2.39668], [-1.86857, 1.38837, 0.20367], [-4.01536, -0.27765, 0.27680], [0.20972, -1.54050, 7.54176], [0.77055, -2.42152, 8.42195], [0.25450, -3.66343, 8.15821], [-0.65119, -3.52105, 7.07035], [-0.65590, -2.19694, 6.71517], [0.41245, -0.55741, 7.49451], [1.49163, -2.09520, 9.15117], [0.50427, -4.57231, 8.68001], [-1.22902, -4.30058, 6.60147], [-1.19493, -1.66922, 5.94910], [-1.05436, 2.16946, -6.98852], [-0.34179, 1.20131, -7.64141], [-0.21103, 0.13448, -6.79184], [-0.86823, 0.47752, -5.57464], [-1.38344, 1.73732, -5.73470], [-1.29974, 3.06346, -7.37184], [0.00659, 1.34804, -8.64901], [0.29505, -0.79010, -7.01894], [-0.95908, -0.12511, -4.68468], [-1.95071, 2.35936, -5.06306], [2.65985, -1.41107, -5.55206], [2.26655, -2.71981, -5.59062], [3.36911, -3.48033, -5.87765], [4.47088, -2.59234, -6.01429], [3.99927, -1.32300, -5.80693], [2.05537, -0.63086, -5.36444], [1.24258, -3.00053, -5.41078], [3.38510, -4.55289, -5.97438], [5.49152, -2.85584, -6.23541], [4.50159, -0.37126, -5.81656], [-2.75727, -1.99010, -6.85728], [-2.23541, -2.93821, -6.02450], [-2.77489, -4.14938, -6.37189], [-3.65866, -3.91936, -7.46098], [-3.62422, -2.57652, -7.73478], [-2.52439, -1.01166, -6.82328], [-1.52835, -2.67416, -5.25648], [-2.55969, -5.09284, -5.89895], [-4.24934, -4.65397, -7.98233], [-4.14044, -1.99397, -8.47848]], "forces_ev_per_angstrom": [[-0.0380, 0.0508, 0.4361], [0.0091, 0.0484, -0.5141], [-0.0268, -0.1164, 0.1012], [0.5938, 0.2889, 0.1528], [0.3832, -0.1801, -0.1406], [-0.0457, -0.0749, 0.0442], [-0.0319, -0.0648, -0.0238], [-0.1962, 0.1920, -0.0440], [-0.0374, -0.0202, 0.0236], [-0.0268, -0.0379, -0.0682], [-0.0557, 0.0400, -0.0152], [-0.5263, -0.1225, 0.0633], [0.0150, -0.0098, -0.0070], [-0.0501, -0.0015, -0.0134], [0.0082, -0.0238, 0.0284], [-0.0219, -0.0208, -0.0216], [-0.0302, 0.0272, 0.0157], [0.0013, 0.0045, 0.0097], [0.0040, -0.0207, 0.0042], [-0.0016, 0.0000, -0.0310], [0.0110, -0.0043, 0.0067], [0.0194, -0.0060, -0.0013], [-0.0259, -0.0058, -0.0222], [0.0488, 0.0560, -0.0009], [-0.0941, -0.0597, -0.0150], [-0.0103, 0.0010, 0.0409], [-0.0266, 0.0281, -0.0336], [0.0253, 0.0287, 0.0196], [-0.0076, -0.0137, -0.0032], [-0.0066, -0.0236, -0.0204], [-0.0006, -0.0044, -0.0077], [0.0467, -0.0091, 0.0177], [-0.0304, 0.0201, 0.0415], [-0.0219, -0.0122, -0.0616], [-0.0079, 0.0238, -0.0122], [-0.0153, 0.0005, 0.0093], [0.0117, 0.0306, -0.0504], [0.0146, -0.0238, -0.0038], [0.0034, -0.0264, -0.0031], [0.0160, -0.0095, 0.0080], [0.0150, 0.0027, -0.0079], [0.0368, -0.0253, 0.0101], [-0.0171, 0.0320, 0.0207], [-0.0109, 0.0062, -0.0050], [-0.0065, -0.0044, -0.0141], [-0.0169, 0.0007, 0.0360], [0.0572, 0.0118, 0.0392], [0.0436, -0.0063, -0.0475], [0.0086, -0.0045, -0.0013], [0.0037, -0.0029, 0.0002], [0.0010, -0.0029, -0.0033], [0.0187, 0.0216, 0.0131], [-0.0195, -0.0399, -0.0265], [-0.0247, 0.0176, 0.0173], [0.0584, -0.0162, 0.0141], [-0.0291, -0.0585, -0.0254], [-0.0193, 0.0656, 0.0307], [0.0057, 0.0066, 0.0041], [0.0156, -0.0043, 0.0009], [-0.0147, -0.0033, -0.0305], [0.0092, 0.0220, 0.0186], [0.0327, 0.0024, 0.0303], [-0.0182, 0.0436, 0.0269], [-0.0061, 0.0179, -0.0206], [0.0122, 0.0031, -0.0076], [-0.0086, -0.0104, -0.0137], [-0.0107, -0.0162, -0.0142], [0.0086, 0.0070, 0.0137], [-0.0009, -0.0098, -0.0008], [0.0001, -0.0036, 0.0043], [0.0039, -0.0015, 0.0043], [0.0084, -0.0004, 0.0122], [-0.0777, 0.0070, 0.0072], [0.0101, 0.0129, -0.0002], [-0.0053, -0.0049, -0.0094], [0.0030, -0.0009, 0.0122], [0.0014, 0.0123, 0.0053], [0.0706, -0.0139, -0.0104], [-0.0125, -0.0015, 0.0167], [0.0018, -0.0027, 0.0008], [-0.0005, -0.0024, -0.0029], [-0.0033, -0.0051, -0.0064]], "mulliken_charge": [-0.615, -0.463, 0.584, -0.488, 0.987, -0.688, -0.676, -0.748, 0.261, 0.317, 0.224, 0.304, 0.014, -0.590, -0.642, -0.199, -0.744, 0.158, 0.432, 0.614, 0.559, 0.401, 0.108, -0.877, -0.189, -0.547, -0.546, 0.258, 0.425, 0.414, 0.564, 0.428, 0.009, -0.497, -0.394, -0.610, -0.361, 0.186, 0.399, 0.399, 0.452, 0.445, 0.029, -0.528, -0.559, -0.330, -0.136, 0.216, 0.370, 0.387, 0.401, 0.080, 0.007, -0.818, -0.652, -0.009, -0.614, 0.192, 0.431, 0.435, 0.531, 0.466, 0.055, -0.195, -0.609, -0.373, -0.549, 0.237, 0.316, 0.393, 0.387, 0.370, 0.220, -0.232, -0.682, -0.459, -0.572, 0.176, 0.368, 0.407, 0.381, 0.397]}